No. 1
Molecular formula: C7H11N
Method: DFT, wB97M-V/def2-TZVPD

Properties
E   -8923.4436 eV
HOMO   -7.49 eV
Energy relative to the best compared isomer or geometry (same formula, charge and spin)   413.4 kJ/mol

The geometry in ORCA input format:
```
! RIJCOSX wB97M-V def2-TZVPD def2/J DEFGRID3
* xyz 0 1
C 0.682 -0.046 -1.806
C 1.432 -0.728 -0.726
C -0.757 1.045 1.887
C -0.389 -1.893 0.643
C -0.354 1.462 -0.585
C -0.293 0.657 0.510
C 0.229 -0.618 0.155
N -0.970 2.370 -1.173
H -0.453 2.827 -1.924
H -0.006 -0.638 -2.396
H 1.125 0.800 -2.313
H 2.292 -0.168 -0.360
H 1.723 -1.762 -0.925
H -1.464 0.304 2.267
H -1.259 2.013 1.879
H 0.070 1.096 2.602
H 0.293 -2.410 1.329
H -1.348 -1.739 1.137
H -0.556 -2.571 -0.200
*
```


No. 2
Molecular formula: C7H11N
Method: DFT, wB97M-V/def2-TZVPD

Properties
E   -8925.0346 eV
Structure (SMILES)   C=C=C(N)C1(C)CC1
HOMO   -7.69 eV
Energy relative to the best compared isomer or geometry (same formula, charge and spin)   259.9 kJ/mol

The geometry in ORCA input format:
```
! RIJCOSX wB97M-V def2-TZVPD def2/J DEFGRID3
* xyz 0 1
C 2.929 0.305 0.369
C 1.729 -0.146 0.165
C 0.562 -0.707 -0.067
N 0.437 -2.096 -0.241
C -0.674 0.117 -0.156
C -1.896 -0.563 -0.729
C -0.529 1.597 -0.384
C -0.867 1.146 0.999
H 3.337 0.429 1.365
H 3.571 0.639 -0.437
H -0.412 -2.519 0.108
H 1.268 -2.604 0.026
H -2.265 -1.344 -0.064
H -2.701 0.156 -0.867
H -1.661 -1.014 -1.692
H -1.299 2.090 -0.961
H 0.462 1.988 -0.561
H -1.877 1.275 1.358
H -0.116 1.253 1.767
*
```


No. 3
Molecular formula: C7H11N2
Method: DFT, wB97M-V/def2-TZVPD

Properties
E   -10406.5472 eV
HOMO   -14.40 eV
Energy relative to the best compared isomer or geometry (same formula, charge and spin)   499.0 kJ/mol

The geometry in ORCA input format:
```
! RIJCOSX wB97M-V def2-TZVPD def2/J DEFGRID3
* xyz 1 1
C -0.237 2.070 -2.112
C -0.518 2.396 -0.878
C 0.015 -0.064 -1.223
C 0.323 -1.396 -0.627
C 0.007 -0.716 0.775
C 1.169 -0.315 1.678
C -1.119 -1.248 1.561
N 0.070 0.742 -2.295
N -0.313 0.440 -0.086
H -0.276 2.815 -2.877
H -0.220 3.224 -0.188
H -0.353 -2.236 -0.843
H 1.222 -1.823 -0.778
H 0.924 0.713 1.816
H 2.149 -0.391 1.290
H 1.193 -0.874 2.649
H -0.974 -1.971 2.297
H -1.898 -1.345 0.807
H -1.555 -0.479 2.175
H 0.390 0.455 -3.141
*
```


No. 4
Molecular formula: C7H11N2
Method: DFT, wB97M-V/def2-TZVPD

Properties
E   -10407.2270 eV
Structure (SMILES)   CC1=NC(C)=[N+]2C[C@]12C
HOMO   -14.78 eV
Energy relative to the best compared isomer or geometry (same formula, charge and spin)   433.4 kJ/mol

The geometry in ORCA input format:
```
! RIJCOSX wB97M-V def2-TZVPD def2/J DEFGRID3
* xyz 1 1
C 0.847 1.198 -2.073
C 0.358 0.632 -0.780
N 0.303 1.458 0.183
C 0.026 0.479 1.488
C 0.394 0.871 2.772
N -0.512 -0.553 0.947
C 0.125 -1.724 0.464
C -0.311 -0.704 -0.456
C -1.481 -1.050 -1.367
H 1.379 2.091 -1.848
H 0.055 1.458 -2.737
H 1.526 0.681 -2.640
H 0.159 1.920 2.915
H 1.450 0.943 2.706
H 0.232 0.336 3.672
H -0.385 -2.726 0.493
H 1.217 -1.827 0.724
H -2.152 -1.808 -0.805
H -1.159 -1.514 -2.344
H -2.070 -0.160 -1.315
*
```


No. 5
Molecular formula: C7H11N2O2
Method: DFT, wB97M-V/def2-TZVPD

Properties
E   -14514.5496 eV
HOMO   -4.68 eV
Energy relative to the best compared isomer or geometry (same formula, charge and spin)   39.7 kJ/mol

The geometry in ORCA input format:
```
! RIJCOSX wB97M-V def2-TZVPD def2/J DEFGRID3
* xyz -1 1
C 2.163 1.595 0.097
C 1.254 1.783 1.342
C 2.152 0.115 -0.383
O 2.516 -0.716 0.507
O 1.894 -0.120 -1.574
H 1.748 2.139 -0.755
H 3.211 1.873 0.200
H 0.479 2.528 1.168
H 1.851 2.021 2.221
H 0.773 0.814 1.475
C -3.019 -0.128 -1.151
C -0.699 -1.267 -0.991
C -1.836 -0.745 -0.462
C -0.828 -1.771 1.114
N 0.009 -1.838 0.051
N -1.914 -1.086 0.885
H -0.220 -1.211 -1.951
H 1.039 -1.803 0.108
H -3.874 -0.114 -0.483
H -3.257 -0.738 -2.024
H -0.624 -2.222 2.074
H -2.817 0.891 -1.468
*
```


No. 6
Molecular formula: C7H11N2O2
Method: DFT, wB97M-V/def2-TZVPD

Properties
E   -14504.9879 eV
Structure (SMILES)   CC(=[NH2+])c1cc(O)n(C)c1O
HOMO   -12.19 eV
Energy relative to the best compared isomer or geometry (same formula, charge and spin)   15.6 kJ/mol

The geometry in ORCA input format:
```
! RIJCOSX wB97M-V def2-TZVPD def2/J DEFGRID3
* xyz 1 1
C 2.645 0.847 0.167
C 1.856 -0.507 0.034
N 2.421 -1.604 -0.271
C 0.479 -0.349 0.068
C -0.413 -1.482 -0.091
C -1.654 -0.975 -0.015
O -2.841 -1.686 0.121
N -1.620 0.441 -0.023
C -2.680 1.328 -0.161
C -0.341 0.812 0.017
O -0.024 2.076 -0.078
H 2.452 1.367 -0.841
H 3.701 0.602 0.224
H 2.167 1.344 1.008
H 3.462 -1.873 -0.251
H 1.740 -2.416 -0.436
H -0.207 -2.603 0.043
H -2.888 -2.336 0.781
H -3.106 1.367 -1.270
H -3.514 0.978 0.481
H -2.371 2.427 -0.006
H 0.740 2.244 0.501
*
```